Entry 1:
{
  "formula": "C40H45BrFeN8SSeSi",
  "method": "wB97M-V/def2-TZVPD",
  "symbols": ["Br", "Se", "Fe", "S", "Si", "N", "N", "N", "N", "N", "N", "N", "N", "C", "C", "C", "C", "C", "C", "C", "C", "C", "C", "C", "C", "C", "C", "C", "C", "C", "C", "C", "C", "C", "C", "C", "C", "C", "C", "C", "C", "C", "C", "C", "C", "C", "C", "C", "C", "C", "C", "C", "C", "H", "H", "H", "H", "H", "H", "H", "H", "H", "H", "H", "H", "H", "H", "H", "H", "H", "H", "H", "H", "H", "H", "H", "H", "H", "H", "H", "H", "H", "H", "H", "H", "H", "H", "H", "H", "H", "H", "H", "H", "H", "H", "H", "H", "H"],
  "coordinates": [[-4.70999, -3.53034, 3.53241], [-0.55261, 3.18637, 1.83562], [-0.87236, 0.99272, 0.59026], [-3.29334, 0.93443, 0.65018], [-0.35864, -1.68202, -2.22736], [-1.34772, 0.03371, 2.57762], [-1.40492, -2.71484, 0.38690], [1.11553, 0.03967, 1.54103], [2.19438, 3.23885, 1.12798], [-0.64793, 1.30008, -1.85487], [1.92435, 3.24950, 3.28862], [-4.78558, 0.51883, 2.77383], [-2.58218, 0.06189, 3.10002], [-0.27651, -2.17054, -0.36412], [-1.95013, 1.33238, -2.54646], [5.81546, 3.19815, 1.96550], [-1.86699, -2.06748, -3.28313], [1.26219, 3.22413, 2.11033], [-1.15339, -3.49328, 1.46754], [3.29393, -0.87893, 3.01747], [3.52814, -2.99005, -2.96181], [1.05087, -3.25794, -4.17081], [-1.93220, -1.44098, -4.53267], [3.45658, -0.47845, 1.69603], [4.73300, 3.22934, 1.09930], [-3.40364, -3.27972, 2.21269], [1.14753, -2.52860, -2.98435], [3.47061, 3.23905, 1.66638], [0.16150, 0.16893, -2.35024], [2.03422, -0.82895, 3.57241], [2.33887, -0.04277, 1.01544], [-2.77602, 2.55761, -2.18014], [2.16829, -3.84963, -4.74186], [-2.11441, -3.78701, 2.38761], [-2.03316, 3.83606, -2.54714], [2.40913, -2.40308, -2.39435], [-2.65743, -2.24787, 0.20085], [5.64139, 3.18407, 3.34910], [-0.67382, 3.81366, -1.85624], [-4.05463, -2.46387, -4.99347], [-3.67720, -2.54859, 1.06894], [0.07613, 2.53868, -2.20668], [-3.00973, -1.63512, -5.37957], [-2.90196, -2.93912, -2.93771], [1.31070, 3.30062, 4.59614], [-3.99170, -3.12352, -3.77662], [0.94654, -0.36159, 2.82039], [-3.52726, 0.48059, 2.30065], [3.40868, -3.72201, -4.13545], [3.29521, 3.23855, 3.05133], [4.37639, 3.21432, 3.91657], [-0.38762, -0.30125, 3.38122], [-0.62145, -0.61995, 4.83115], [1.54459, 4.24772, 5.08290], [-4.90759, -2.59874, -5.64494], [0.11380, -0.11896, 5.46220], [0.08366, -3.36800, -4.64688], [1.04822, 2.52093, -1.70298], [-2.60601, 4.70621, -2.22462], [-0.82580, 3.86865, -0.77913], [2.52081, -1.84248, -1.46947], [-5.51473, 0.89431, 2.19667], [4.87684, 3.24858, 0.02677], [4.27981, -4.18889, -4.57541], [6.81761, 3.18868, 1.55867], [0.03448, -1.25600, 0.15670], [2.42397, 0.25862, -0.02514], [-1.78090, 1.33312, -3.63564], [-1.87745, -4.40683, 3.23984], [-2.86200, -3.49717, -2.01021], [0.54523, -2.88362, -0.27817], [-0.06240, 4.66848, -2.15385], [-0.55842, -1.69661, 5.01200], [-4.96773, 0.30232, 3.73930], [-2.82037, -1.63868, -0.67250], [0.37676, 0.32485, -3.42200], [1.67284, 2.47500, 5.20981], [2.06909, -4.40818, -5.66352], [-4.79428, -3.78513, -3.47705], [-3.03371, -1.13723, -6.34002], [-0.14332, -3.86509, 1.56189], [0.23331, 3.22107, 4.47650], [-3.73631, 2.49551, -2.69540], [1.94354, 3.21310, 0.15582], [6.51075, 3.15455, 3.99154], [1.13487, 0.24244, -1.85024], [4.24218, 3.22412, 4.98986], [0.27349, 2.54450, -3.29155], [-4.67446, -2.18480, 0.87172], [-1.90248, 3.90128, -3.63246], [4.49783, -2.87765, -2.49358], [4.13947, -1.23398, 3.59118], [1.87574, -1.16862, 4.58575], [-1.12149, -0.79460, -4.85020], [-1.61480, -0.28485, 5.10918], [-2.97114, 2.56584, -1.10998], [4.42132, -0.51346, 1.21136], [-2.49998, 0.42498, -2.29119]],
  "mulliken_spin": [-0.0001, 0.0029, 0.9160, -0.0257, -0.0530, -0.0017, -0.0125, -0.0277, 0.0050, -0.0335, 0.0036, 0.0036, 0.0002, 0.0933, 0.0358, 0.0001, -0.0048, 0.0102, 0.0083, 0.0002, 0.0001, 0.0009, 0.0019, -0.0007, 0.0014, -0.0014, -0.0016, -0.0012, 0.0315, 0.0055, -0.0044, 0.0088, 0.0000, -0.0001, -0.0015, -0.0026, 0.0457, 0.0013, 0.0023, -0.0001, 0.0298, 0.0019, 0.0000, 0.0025, -0.0005, 0.0000, 0.0075, 0.0052, 0.0001, 0.0009, 0.0013, 0.0013, -0.0036, -0.0003, 0.0000, 0.0003, 0.0001, -0.0041, 0.0001, 0.0013, 0.0024, -0.0006, 0.0000, 0.0000, 0.0001, 0.0129, 0.0068, -0.0015, 0.0000, 0.0007, 0.0044, -0.0003, 0.0009, 0.0000, -0.0581, -0.0005, 0.0004, 0.0000, 0.0000, 0.0000, 0.0006, 0.0008, 0.0001, 0.0001, 0.0002, 0.0001, -0.0001, 0.0020, 0.0006, -0.0001, 0.0000, -0.0002, 0.0004, -0.0005, 0.0002, -0.0012, 0.0002, -0.0209],
  "e_homo_ev": [-8.407, -8.470],
  "de_lowest_kj_mol": 94.3,
  "charge": 1,
  "gap_ev": [5.2, 5.3],
  "spin_multiplicity": 2,
  "e_tot_ev": -242615.4954,
  "s2": 0.76
}

Entry 2:
{
  "formula": "C40H45Cl2N7O2PRe",
  "method": "wB97M-V/def2-TZVPD",
  "symbols": ["Re", "Cl", "Cl", "P", "O", "O", "N", "N", "N", "N", "N", "N", "N", "C", "C", "C", "C", "C", "C", "C", "C", "C", "C", "C", "C", "C", "C", "C", "C", "C", "C", "C", "C", "C", "C", "C", "C", "C", "C", "C", "C", "C", "C", "C", "C", "C", "C", "C", "C", "C", "C", "C", "C", "H", "H", "H", "H", "H", "H", "H", "H", "H", "H", "H", "H", "H", "H", "H", "H", "H", "H", "H", "H", "H", "H", "H", "H", "H", "H", "H", "H", "H", "H", "H", "H", "H", "H", "H", "H", "H", "H", "H", "H", "H", "H", "H", "H", "H"],
  "coordinates": [[-0.09297, -0.56631, 1.08169], [1.45448, -5.10420, 6.19791], [1.29894, -2.38490, 7.84047], [-0.00903, -0.35767, -2.34772], [1.48436, 1.43101, 4.78406], [0.95066, -4.37077, 1.21194], [0.03163, 2.61341, 0.71214], [0.49980, -2.23081, 2.01881], [-1.33312, 0.96004, 1.84273], [1.59341, 0.75299, 1.01816], [-1.71784, -2.12813, 0.73035], [-0.12302, -0.38888, -0.74856], [0.55538, -0.05937, 3.26724], [-0.69741, 2.27544, 1.95282], [0.91315, 1.15470, 3.73548], [-2.98390, -2.06989, 0.31126], [-2.61756, 0.92409, 1.74120], [1.64880, 0.92580, -4.34668], [1.05145, -3.59074, 4.02607], [2.42448, 3.09671, 1.68844], [0.25793, -3.38426, 1.29607], [1.19365, -3.59160, 5.40596], [0.92699, -1.18849, 5.47383], [0.84388, -2.38129, 3.38264], [0.78420, -1.17016, 4.08973], [1.12609, -2.39978, 6.12238], [-1.74698, -4.49082, 0.26418], [1.51456, 3.56712, 2.89643], [0.46967, -2.27792, -4.44428], [1.03310, 4.93256, 2.53484], [2.76494, -0.34946, -2.51732], [-3.69900, -3.18264, -0.10388], [-3.07177, -4.41617, -0.12891], [0.24509, 5.15045, 1.49268], [1.71873, 1.84122, -2.04041], [3.68910, 2.39486, 2.04427], [-1.11995, -3.33547, 0.69126], [-3.49641, 2.07142, 1.59129], [-1.40476, -2.68842, -2.87373], [0.01629, -2.12425, -2.98682], [-1.76677, 0.41319, -4.48829], [1.56746, 0.55245, -2.86164], [-1.55952, 3.52080, 1.91628], [-2.73623, 0.23561, -2.19024], [3.86521, 1.09692, 1.79947], [0.63688, 2.25032, 2.73126], [1.31138, 2.12909, 1.35642], [-0.53013, 4.04186, 0.85285], [-1.24421, 2.09968, -2.72362], [0.91795, -2.99956, -2.10533], [2.77185, 0.30293, 1.25967], [-1.48796, 0.60524, -2.99424], [-2.98125, 3.30075, 1.56365], [1.11281, -4.52338, 3.49096], [-2.08866, -2.26165, -3.60389], [-3.60814, 4.16229, 1.36745], [1.30241, 1.74605, -1.04769], [-3.60256, -5.29924, -0.45720], [1.99994, 3.53505, 3.87040], [-1.82102, -2.54411, -1.87979], [-1.18568, -5.41430, 0.26907], [1.97296, -2.87108, -2.31396], [1.49777, 5.76446, 3.04920], [2.71487, -0.72666, -1.49255], [2.64023, 1.34626, -4.52927], [0.33254, -3.32519, -4.72187], [-0.93782, 2.28176, -1.69097], [-0.11037, -1.67940, -5.14342], [-2.52812, 0.31285, -1.12510], [2.86546, -1.19103, -3.19569], [-3.52073, 0.95304, -2.43867], [-0.92032, 0.68248, -5.11615], [0.89888, -0.27589, 6.04294], [0.92513, 1.69187, -4.61900], [-2.06854, -0.60172, -4.73584], [0.75851, -2.82294, -1.04399], [2.92317, -0.76360, 1.12394], [-1.35643, -3.76219, -3.06306], [4.48597, 2.98574, 2.47915], [-4.73077, -3.06762, -0.40254], [-3.11731, -0.75938, -2.40598], [-2.59569, 1.06994, -4.76245], [0.00219, 6.15621, 1.17569], [4.78607, 0.58569, 2.03734], [1.52724, 0.08215, -5.01988], [0.67191, -4.04465, -2.30215], [3.67194, 0.24897, -2.61116], [2.63858, 3.88095, 0.96076], [2.78335, 2.06767, -1.95131], [-3.05871, -0.05843, 1.71178], [-0.50557, 2.53237, -3.39334], [1.24870, 2.69403, -2.52401], [-2.18513, 2.62573, -2.89745], [-0.95405, 4.34403, -0.10432], [-1.52227, 4.11136, 2.83231], [1.52340, -2.04828, -4.58155], [-4.54714, 1.87615, 1.43298], [-3.46073, -1.10503, 0.30602]],
  "mulliken_spin": [0.6117, -0.0004, 0.0005, 0.0059, 0.0179, 0.0401, 0.0042, 0.0163, 0.0050, 0.0740, -0.0242, 0.1405, -0.0218, 0.0019, 0.0047, 0.0037, 0.0461, 0.0001, 0.0048, -0.0009, 0.0110, -0.0037, -0.0028, 0.0155, -0.0096, 0.0037, 0.0046, 0.0019, -0.0005, 0.0004, 0.0060, -0.0035, 0.0053, 0.0005, 0.0116, 0.0025, 0.0152, -0.0065, 0.0066, -0.0082, 0.0020, 0.0183, 0.0045, 0.0300, 0.0017, -0.0070, -0.0135, 0.0008, 0.0040, 0.0128, -0.0191, 0.0134, 0.0153, 0.0004, 0.0007, -0.0005, -0.0097, 0.0002, -0.0004, -0.0052, 0.0011, 0.0005, 0.0000, -0.0132, 0.0002, -0.0001, -0.0013, 0.0001, -0.0138, 0.0010, 0.0009, -0.0003, -0.0007, 0.0000, 0.0005, -0.0071, -0.0049, 0.0008, -0.0004, 0.0002, 0.0021, 0.0000, 0.0002, 0.0001, 0.0005, 0.0007, 0.0002, 0.0003, 0.0001, -0.0002, -0.0002, 0.0005, 0.0003, 0.0002, 0.0009, 0.0000, 0.0006, 0.0014],
  "e_homo_ev": [-9.028, -9.507],
  "de_lowest_kj_mol": 43.3,
  "charge": 1,
  "gap_ev": [5.5, 5.9],
  "spin_multiplicity": 2,
  "e_tot_ev": -93192.4398,
  "s2": 0.76
}

Entry 3:
{
  "formula": "C40H45ClNO3PRhS2Si2Te",
  "method": "wB97M-V/def2-TZVPD",
  "symbols": ["Te", "Rh", "Cl", "S", "S", "P", "Si", "Si", "O", "O", "O", "N", "C", "C", "C", "C", "C", "C", "C", "C", "C", "C", "C", "C", "C", "C", "C", "C", "C", "C", "C", "C", "C", "C", "C", "C", "C", "C", "C", "C", "C", "C", "C", "C", "C", "C", "C", "C", "C", "C", "C", "C", "H", "H", "H", "H", "H", "H", "H", "H", "H", "H", "H", "H", "H", "H", "H", "H", "H", "H", "H", "H", "H", "H", "H", "H", "H", "H", "H", "H", "H", "H", "H", "H", "H", "H", "H", "H", "H", "H", "H", "H", "H", "H", "H", "H", "H"],
  "coordinates": [[0.60747, -1.29531, 1.36063], [0.42022, 1.06194, -0.04310], [-1.08817, 3.51214, -1.94853], [1.91745, 1.55045, 1.86012], [0.15437, 3.35858, 3.63296], [-1.18003, 0.35123, -1.51997], [3.31568, -3.20416, 1.41372], [-0.98799, -0.86732, 4.45270], [1.76641, 2.37824, -1.37540], [3.26121, 3.65245, -3.12178], [1.77257, 0.20201, -1.30951], [-0.53767, 2.22616, 1.42372], [-2.37755, 4.57716, 3.50573], [-0.61326, 2.23979, -5.68230], [-3.22963, 0.27733, 0.32824], [-0.77159, 0.86707, -5.56921], [5.18527, 1.14044, -4.85097], [4.67904, 2.36175, -4.46414], [-0.69107, 3.04619, -4.55781], [-0.67607, -1.95159, 2.92180], [-1.79599, -1.96109, 5.72898], [-1.41632, 3.72455, 2.97577], [3.71926, 2.43580, -3.45256], [3.73036, -2.61617, -0.30516], [-4.52943, 0.43939, 0.77421], [0.30289, -3.36143, -2.42185], [-1.97759, -2.32622, -1.23644], [-1.78571, -3.70098, -1.29509], [2.24926, 1.29409, -1.80082], [-1.02029, -1.45374, -1.75263], [0.63849, -0.20474, 5.07785], [3.27702, 1.25046, -2.84063], [0.45571, 2.34664, 2.27428], [-5.16759, 1.25407, -1.39755], [2.45261, -1.76160, 2.30940], [-2.78841, 3.26387, 1.04532], [-2.15558, 0.48760, 3.92385], [-1.02962, 1.08136, -3.17316], [-3.86792, 1.07338, -1.85264], [-0.64416, -4.22183, -1.88209], [-0.90648, 2.46540, -3.32034], [4.84129, -3.61371, 2.40080], [-3.54474, 4.76282, 2.79198], [-3.73891, 4.11823, 1.56780], [-0.97695, 0.29458, -4.32457], [2.13585, -4.65298, 1.36070], [-2.89297, 0.58444, -0.99030], [4.75253, -0.04403, -4.24911], [3.80420, 0.02081, -3.25517], [0.12184, -1.98994, -2.35529], [-5.49929, 0.93330, -0.08953], [-1.61541, 3.04906, 1.76555], [-5.92118, 1.64333, -2.06909], [-1.13535, -2.77347, 6.03821], [-2.04758, -1.38322, 6.62105], [-4.65002, 4.29505, 1.01170], [-0.49770, -5.29292, -1.93240], [2.61426, 3.55059, -2.39672], [-0.19629, -2.89775, 3.18839], [4.38240, -1.73971, -0.27875], [1.22914, -4.42081, 0.79595], [5.15912, -0.99619, -4.55987], [1.16460, 0.38715, 4.32482], [-4.30739, 5.42564, 3.17723], [-2.30656, 1.21912, 4.72057], [5.52124, -2.76153, 2.45617], [-2.71996, -2.40361, 5.35122], [5.38400, -4.44121, 1.93889], [0.47062, 0.43578, 5.94681], [1.30058, -1.01388, 5.39535], [-0.43979, 2.69111, -6.64990], [5.00889, 3.28308, -4.92439], [3.06924, -0.86207, 2.31274], [-0.73125, 0.23881, -6.44837], [4.58855, -3.91115, 3.42031], [-2.54189, -4.36225, -0.89244], [4.24598, -3.39828, -0.86781], [-1.61510, -2.18601, 2.41468], [-2.46340, -0.06579, 1.01652], [1.84605, -4.97421, 2.36419], [-3.61580, 1.32195, -2.87605], [-2.88710, -1.94572, -0.79336], [-1.78827, 1.02607, 3.04861], [3.45458, -0.87921, -2.76718], [0.87448, -1.33508, -2.76927], [2.82752, -2.34270, -0.85591], [2.20316, -1.98951, 3.34764], [5.93122, 1.10233, -5.63440], [2.61223, -5.50653, 0.87239], [-0.59152, 4.12011, -4.63131], [-6.51321, 1.07450, 0.26083], [1.18972, -3.75934, -2.89869], [-1.09403, -0.77682, -4.24557], [-3.13338, 0.06681, 3.67477], [-2.94394, 2.78636, 0.09124], [-4.78315, 0.20537, 1.79977], [-2.20836, 5.08995, 4.44296]],
  "lowdin_charge": [1.4356, 0.5898, 0.7695, 0.6400, 1.0922, 0.9900, 0.4008, 0.4227, -0.0806, 0.0916, -0.2142, -0.1313, -0.0755, -0.0502, -0.1395, -0.0550, -0.0585, 0.0026, -0.0854, -0.5151, -0.1729, -0.4656, -0.2500, -0.1754, -0.0645, -0.0644, -0.0891, -0.0648, -0.5414, -0.3787, -0.1775, -0.0688, -1.0973, -0.0526, -0.5267, -0.0412, -0.1573, -0.3614, -0.0671, -0.0693, -0.6400, -0.1710, -0.0685, -0.0555, -0.0652, -0.1808, -0.3790, -0.0760, -0.0202, -0.1275, -0.0578, -0.3087, 0.1133, 0.0371, 0.0401, 0.1113, 0.1124, 0.0836, 0.0181, 0.0457, 0.0065, 0.1047, -0.0162, 0.1105, 0.0507, 0.0387, 0.0371, 0.0395, 0.0439, 0.0377, 0.1160, 0.1245, -0.0136, 0.1132, 0.0373, 0.1113, 0.0452, 0.0107, 0.0796, 0.0378, 0.1115, 0.0973, -0.0033, 0.0986, 0.0950, -0.0013, 0.0127, 0.1117, 0.0400, 0.1139, 0.1130, 0.1144, 0.1047, 0.0361, 0.0634, 0.1071, 0.1150],
  "e_homo_ev": -10.514,
  "de_lowest_kj_mol": 51.4,
  "charge": 1,
  "gap_ev": 6.5,
  "e_tot_ev": -119381.1782
}